Molecular formula: C43H70BO35S8
Method: DFT, ωB97M-V/def2-TZVPD

Output
orbital gap = 0.326 hartree
LUMO = 1.36 eV
charge = -1
E_HOMO = -7.50 eV

Bonds (Å) are listed after each position.
Geometry (Å):
1 O -1.790 2.055 -1.909  C2 1.238
2 C -1.282 0.974 -1.583  O1 1.238, O3 1.331, C6 1.601
3 O -1.734 -0.245 -1.869  C2 1.331, B4 1.525
4 B -0.943 -1.237 -1.022  O3 1.525, O5 1.479, O8 1.481, O12 1.491
5 O 0.134 -0.463 -0.368  B4 1.479, C6 1.319
6 C -0.011 0.823 -0.622  C2 1.601, O5 1.319, O7 1.212
7 O 0.643 1.752 -0.201  C6 1.212
8 O -0.544 -2.370 -1.888  B4 1.481, C9 1.362
9 C -1.210 -3.510 -1.555  O8 1.362, O10 1.190, C11 1.558
10 O -1.256 -4.582 -2.071  C9 1.190
11 C -2.001 -3.170 -0.255  C9 1.558, O12 1.324, O13 1.277
12 O -1.714 -1.916 0.057  B4 1.491, C11 1.324
13 O -2.897 -3.921 0.259  C11 1.277
14 C 6.257 -5.357 -3.217  C15 1.494, O20 1.458, H21 1.090, H22 1.090
15 C 5.351 -5.942 -2.184  C14 1.494, O16 1.357, H23 1.090, H24 1.090
16 O 5.658 -5.369 -0.993  C15 1.357, S17 1.610
17 S 7.180 -4.857 -0.881  O16 1.610, O18 1.431, O19 1.490, O20 1.681
18 O 7.998 -5.883 -0.310  S17 1.431
19 O 7.181 -3.473 -0.327  S17 1.490
20 O 7.475 -4.938 -2.534  C14 1.458, S17 1.681
21 H 5.864 -4.445 -3.666  C14 1.090
22 H 6.502 -6.085 -3.990  C14 1.090
23 H 5.490 -7.008 -2.005  C15 1.090
24 H 4.306 -5.806 -2.464  C15 1.090
25 C -3.907 6.514 2.782  C26 1.511, O31 1.407, H32 1.090, H33 1.090
26 C -4.657 5.209 2.913  C25 1.511, O27 1.428, H34 1.090, H35 1.090
27 O -5.984 5.425 2.433  C26 1.428, S28 1.648
28 S -6.234 6.959 1.884  O27 1.648, O29 1.476, O30 1.444, O31 1.627
29 O -7.430 7.663 2.389  S28 1.476
30 O -5.963 7.076 0.471  S28 1.444
31 O -4.961 7.446 2.771  C25 1.407, S28 1.627
32 H -3.397 6.466 1.820  C25 1.090
33 H -3.257 6.746 3.625  C25 1.090
34 H -4.656 4.835 3.937  C26 1.090
35 H -4.223 4.409 2.313  C26 1.090
36 C 0.632 -2.461 -7.687  C37 1.468, O42 1.416, H43 1.090, H44 1.090
37 C 1.740 -2.700 -8.619  C36 1.468, O38 1.411, H45 1.090, H46 1.090
38 O 1.487 -3.895 -9.325  C37 1.411, S39 1.568
39 S 0.573 -4.899 -8.542  O38 1.568, O40 1.488, O41 1.449, O42 1.693
40 O 1.299 -5.510 -7.395  S39 1.488
41 O -0.160 -5.836 -9.368  S39 1.449
42 O -0.250 -3.529 -7.984  C36 1.416, S39 1.693
43 H 0.194 -1.506 -7.975  C36 1.090
44 H 0.882 -2.439 -6.626  C36 1.090
45 H 2.681 -2.799 -8.077  C37 1.090
46 H 1.996 -1.929 -9.345  C37 1.090
47 O 3.985 11.451 -1.334  S48 1.466
48 S 3.052 10.716 -0.474  O47 1.466, O49 1.454, O50 1.712, C53 1.849
49 O 3.294 10.305 0.900  S48 1.454
50 O 1.640 11.682 -0.407  S48 1.712, C51 1.455
51 C 0.434 11.296 0.309  O50 1.455, C52 1.538, H54 1.090, H55 1.090
52 C -0.345 12.604 0.525  C51 1.538, H56 1.090, H57 1.090, H58 1.090
53 C 2.386 9.287 -1.440  S48 1.849, H59 1.090, H60 1.090, H61 1.090
54 H 0.606 10.823 1.276  C51 1.090
55 H -0.138 10.537 -0.225  C51 1.090
56 H 0.245 13.239 1.186  C52 1.090
57 H -1.296 12.535 1.053  C52 1.090
58 H -0.395 13.253 -0.350  C52 1.090
59 H 2.066 9.806 -2.343  C53 1.090
60 H 1.546 8.847 -0.901  C53 1.090
61 H 3.271 8.688 -1.654  C53 1.090
62 O -4.658 -13.540 -0.952  S63 1.439
63 S -3.942 -12.829 0.074  O62 1.439, O64 1.482, O65 1.663, C68 1.857
64 O -3.647 -13.531 1.346  S63 1.482
65 O -2.464 -12.338 -0.507  S63 1.663, C66 1.457
66 C -1.349 -12.314 0.431  O65 1.457, C67 1.527, H69 1.090, H70 1.090
67 C -0.235 -11.687 -0.404  C66 1.527, H71 1.090, H72 1.090, H73 1.090
68 C -4.635 -11.148 0.453  S63 1.857, H74 1.090, H75 1.090, H76 1.090
69 H -1.052 -13.312 0.753  C66 1.090
70 H -1.633 -11.708 1.291  C66 1.090
71 H -0.262 -10.611 -0.234  C67 1.090
72 H -0.319 -11.754 -1.489  C67 1.090
73 H 0.733 -12.103 -0.122  C67 1.090
74 H -4.003 -10.580 1.136  C68 1.090
75 H -5.642 -11.413 0.774  C68 1.090
76 H -4.549 -10.587 -0.478  C68 1.090
77 O -9.165 1.301 -5.413  S78 1.437
78 S -7.884 0.819 -4.978  O77 1.437, O79 1.433, O80 1.654, C83 1.915
79 O -7.637 -0.531 -4.566  S78 1.433
80 O -6.725 1.289 -6.060  S78 1.654, C81 1.377
81 C -6.856 2.250 -7.038  O80 1.377, C82 1.513, H84 1.090, H85 1.090
82 C -7.392 1.670 -8.328  C81 1.513, H86 1.090, H87 1.090, H88 1.090
83 C -7.356 1.869 -3.466  S78 1.915, H89 1.090, H90 1.090, H91 1.090
84 H -5.884 2.617 -7.369  C81 1.090
85 H -7.440 3.082 -6.645  C81 1.090
86 H -7.568 0.618 -8.104  C82 1.090
87 H -6.655 1.688 -9.131  C82 1.090
88 H -8.305 2.230 -8.533  C82 1.090
89 H -6.623 1.315 -2.879  C83 1.090
90 H -8.202 1.956 -2.783  C83 1.090
91 H -6.875 2.806 -3.746  C83 1.090
92 O 3.003 -6.861 5.619  S93 1.431
93 S 1.743 -6.190 5.508  O92 1.431, O94 1.486, O95 1.665, C98 1.841
94 O 0.696 -6.701 4.586  S93 1.486
95 O 1.024 -6.082 7.006  S93 1.665, C96 1.382
96 C 1.743 -5.630 8.097  O95 1.382, C97 1.486, H99 1.090, H100 1.090
97 C 0.962 -4.559 8.770  C96 1.486, H101 1.090, H102 1.090, H103 1.090
98 C 2.070 -4.401 5.217  S93 1.841, H104 1.090, H105 1.090, H106 1.090
99 H 2.719 -5.177 7.922  C96 1.090
100 H 1.984 -6.503 8.702  C96 1.090
101 H -0.037 -4.918 9.017  C97 1.090
102 H 0.947 -3.608 8.239  C97 1.090
103 H 1.499 -4.356 9.697  C97 1.090
104 H 1.190 -3.900 5.619  C98 1.090
105 H 2.317 -4.216 4.171  C98 1.090
106 H 3.002 -4.201 5.746  C98 1.090
107 O -4.892 -0.662 4.736  S108 1.502
108 S -5.703 -1.410 5.755  O107 1.502, O109 1.430, O110 1.653, C113 1.869
109 O -5.411 -1.394 7.155  S108 1.430
110 O -7.293 -0.992 5.582  S108 1.653, C111 1.393
111 C -7.871 -0.741 4.340  O110 1.393, C112 1.527, H114 1.090, H115 1.090
112 C -9.059 0.210 4.463  C111 1.527, H116 1.090, H117 1.090, H118 1.090
113 C -5.968 -3.195 5.270  S108 1.869, H119 1.090, H120 1.090, H121 1.090
114 H -8.224 -1.700 3.961  C111 1.090
115 H -7.120 -0.453 3.605  C111 1.090
116 H -9.789 -0.177 5.174  C112 1.090
117 H -9.488 0.222 3.461  C112 1.090
118 H -8.749 1.206 4.779  C112 1.090
119 H -6.584 -3.483 6.122  C113 1.090
120 H -4.955 -3.595 5.252  C113 1.090
121 H -6.440 -3.220 4.287  C113 1.090
122 C 2.278 4.620 6.235  C123 1.400, C127 1.412, H128 1.080
123 C 3.104 5.060 7.276  C122 1.400, C124 1.366, H129 1.080
124 C 2.876 4.624 8.551  C123 1.366, C125 1.391, H130 1.080
125 C 1.876 3.707 8.857  C124 1.391, C126 1.354, H131 1.080
126 C 1.138 3.180 7.852  C125 1.354, C127 1.422, H132 1.080
127 C 1.261 3.685 6.528  C122 1.412, C126 1.422, H133 1.080
128 H 2.354 5.007 5.229  C122 1.080
129 H 3.900 5.774 7.126  C123 1.080
130 H 3.393 4.999 9.422  C124 1.080
131 H 1.898 3.377 9.885  C125 1.080
132 H 0.385 2.508 8.235  C126 1.080
133 H 0.661 3.349 5.696  C127 1.080
134 C 9.773 5.635 -0.874  C135 1.362, C139 1.405, H140 1.080
135 C 9.920 5.608 0.480  C134 1.362, C136 1.410, H141 1.080
136 C 8.894 5.059 1.274  C135 1.410, C137 1.367, H142 1.080
137 C 7.753 4.553 0.717  C136 1.367, C138 1.411, H143 1.080
138 C 7.581 4.570 -0.683  C137 1.411, C139 1.391, H144 1.080
139 C 8.654 5.013 -1.451  C134 1.405, C138 1.391, H145 1.080
140 H 10.546 5.951 -1.559  C134 1.080
141 H 10.740 6.180 0.890  C135 1.080
142 H 9.106 5.150 2.329  C136 1.080
143 H 6.942 4.137 1.296  C137 1.080
144 H 6.685 4.159 -1.125  C138 1.080
145 H 8.457 4.998 -2.513  C139 1.080
146 C 5.272 2.426 -7.506  C147 1.385, C151 1.404, H152 1.080
147 C 6.551 1.894 -7.515  C146 1.385, C148 1.397, H153 1.080
148 C 7.063 1.077 -6.504  C147 1.397, C149 1.376, H154 1.080
149 C 6.244 0.775 -5.440  C148 1.376, C150 1.355, H155 1.080
150 C 4.962 1.211 -5.370  C149 1.355, C151 1.435, H156 1.080
151 C 4.465 2.057 -6.418  C146 1.404, C150 1.435, H157 1.080
152 H 4.939 3.159 -8.226  C146 1.080
153 H 7.215 2.014 -8.358  C147 1.080
154 H 8.079 0.726 -6.602  C148 1.080
155 H 6.688 0.244 -4.612  C149 1.080
156 H 4.345 0.799 -4.586  C150 1.080
157 H 3.500 2.537 -6.347  C151 1.080